(1)
The following is a quantum chemistry calculation of C34H31N6O5SSeW as an isolated structure in a non-equilibrium geometry, from the OMol25 dataset.

## Properties
Relative energy (zero: lowest compared OMol25 entry of this formula, charge and spin)   46.8 kcal/mol
Spin multiplicity   1
Charge   +1
E_HOMO (spin up / spin down)   -8.8 / -8.8 eV

Each line ends with the Löwdin charge.
Cartesian coordinates (Å):
W 0.824 -0.161 -0.028  1.473
Se 2.959 0.008 1.162  0.822
S 2.162 -2.800 -0.078  0.791
O 1.001 1.516 -0.871  -0.229
O -1.245 0.321 -0.141  -0.132
O 2.123 -0.497 -1.754  -0.199
O -3.143 -0.824 0.227  0.110
O 2.629 -1.723 -3.612  0.167
N -0.135 -1.393 -1.424  -0.040
N 3.713 -4.036 1.660  0.099
N 0.496 2.534 1.090  0.131
N 2.160 -2.509 2.533  0.015
N -0.156 -1.261 1.578  -0.033
N 0.345 1.240 1.460  -0.152
C -0.656 -0.479 2.621  -0.168
C -0.391 0.911 2.528  -0.227
C -2.059 -0.685 -0.284  -0.573
C 3.026 1.702 3.896  -0.072
C 4.375 2.446 0.404  -0.298
C 4.335 1.878 -0.980  -0.072
C 6.031 5.325 2.232  -0.046
C -1.358 -3.404 -2.915  -0.032
C -1.330 -3.147 2.515  -0.011
C 1.476 6.445 -1.873  -0.064
C 1.365 6.313 -0.496  -0.063
C 2.700 -3.132 1.494  -0.789
C 0.865 2.629 -0.156  -0.356
C -1.468 -1.046 3.629  0.025
C -0.089 -3.002 -3.244  0.027
C -1.440 -1.702 -1.233  -0.177
C 1.169 5.071 0.068  -0.010
C 2.633 -2.753 3.744  -0.062
C 5.088 3.606 0.665  -0.007
C 3.678 -3.659 3.975  -0.013
C 3.721 1.819 1.465  -0.410
C 3.732 2.363 2.751  -0.299
C 1.804 -1.388 -2.630  -0.470
C 1.095 3.938 -0.748  -0.143
C 5.163 4.143 1.941  -0.267
C -1.797 -2.371 3.590  -0.015
C -2.074 -2.714 -1.909  0.044
C 1.212 4.076 -2.132  -0.010
C 4.453 3.529 2.963  -0.012
C 1.392 5.327 -2.688  -0.065
C 0.529 -1.986 -2.487  -0.217
C -0.549 -2.557 1.559  -0.162
C -0.979 1.938 3.438  0.011
C 4.213 -4.296 2.891  -0.021
H 5.532 6.025 2.899  0.081
H 4.482 3.952 3.957  0.120
H -0.580 2.916 3.179  0.081
H 4.936 2.476 -1.660  0.082
H -3.101 -2.945 -1.681  0.131
H 1.076 4.948 1.133  0.112
H 4.118 -4.450 0.829  0.155
H -1.852 -0.405 4.406  0.120
H 4.059 -3.832 4.966  0.114
H 5.618 4.089 -0.142  0.117
H 6.312 5.842 1.319  0.076
H -2.424 -2.817 4.345  0.119
H 2.181 -2.195 4.551  0.128
H 4.717 0.856 -0.969  0.065
H 1.451 5.428 -3.761  0.108
H -2.061 1.959 3.313  0.109
H 2.875 2.408 4.709  0.081
H 3.618 0.861 4.260  0.080
H 1.160 3.198 -2.763  0.120
H 0.453 -3.433 -4.067  0.127
H -1.832 -4.217 -3.437  0.113
H -0.753 1.718 4.478  0.092
H 6.942 4.983 2.724  0.088
H 5.028 -4.999 2.954  0.140
H 1.631 7.419 -2.310  0.108
H 3.464 -1.232 -3.555  0.153
H 3.305 1.846 -1.348  0.052
H -0.201 -3.148 0.718  0.072
H 2.061 1.304 3.584  0.033
H -1.582 -4.190 2.434  0.118
H 1.419 7.185 0.136  0.108



(2)
The following is a quantum chemistry calculation of a 2-piece molecular cluster, C34H31O4 overall in a non-equilibrium geometry, from the OMol25 dataset.

## Properties
Relative energy (zero: lowest compared OMol25 entry of this formula, charge and spin)   0.0 kcal/mol
Spin multiplicity   1
Charge   -1
E_HOMO   -3.5 eV

Each line ends with the Löwdin charge.
Cartesian coordinates (Å):
O 2.009 -2.177 2.906  -0.052
O 1.407 -0.043 2.475  0.051
O -0.648 4.156 -2.088  0.041
O -1.271 0.398 2.709  -0.035
C -0.566 0.196 -0.938  -0.166
C 1.568 -2.033 -1.139  -0.035
C 2.232 3.865 -5.065  -0.089
C -1.472 1.128 -0.334  0.043
C -0.737 -1.188 -0.738  0.057
C 1.918 -4.056 -2.418  -0.094
C 0.423 0.734 -1.830  0.035
C -2.830 3.232 1.290  -0.015
C 2.816 2.085 -2.992  -0.034
C -2.906 -2.870 3.335  -0.223
C -2.799 -1.409 2.927  -0.135
C -3.196 4.374 -0.812  -0.036
C 1.088 -1.199 2.689  -0.481
C 3.549 3.419 -4.877  -0.108
C -0.287 -1.757 2.715  -0.126
C -4.135 5.207 -0.200  -0.098
C -0.463 -3.213 2.817  -0.209
C 0.529 -4.257 -2.496  -0.096
C -2.534 3.361 -0.084  -0.157
C -3.705 4.115 1.924  -0.087
C 0.442 2.046 -2.224  -0.076
C 3.381 -1.715 2.946  -0.240
C 0.156 -2.196 -1.231  -0.207
C 3.841 2.543 -3.823  -0.096
C 4.271 -2.931 3.005  -0.091
C -1.556 2.441 -0.702  -0.073
C 1.225 3.468 -4.181  -0.026
C 1.488 2.551 -3.140  -0.159
C -1.897 -3.720 2.562  -0.205
C -0.606 2.974 -1.719  -0.272
C -1.377 -0.827 2.792  -0.438
C -0.339 -3.369 -1.873  -0.029
C -4.379 5.092 1.177  -0.112
C 2.435 -2.946 -1.731  -0.079
H -1.974 -4.771 2.872  0.098
H -2.332 2.447 1.868  0.100
H -2.746 -2.990 4.414  0.110
H -3.349 -0.766 3.628  0.110
H 4.341 3.746 -5.548  0.091
H -1.421 -3.518 -1.917  0.113
H 2.592 -4.757 -2.906  0.093
H -3.926 -3.221 3.131  0.096
H -2.150 0.750 0.433  0.114
H 1.139 0.047 -2.286  0.111
H -3.866 4.038 3.002  0.099
H 0.234 -3.727 2.132  0.108
H -5.091 5.758 1.664  0.088
H -4.669 5.955 -0.792  0.094
H 4.088 -3.524 3.906  0.072
H 0.220 3.871 -4.299  0.108
H 5.322 -2.638 3.014  0.067
H 1.995 4.531 -5.899  0.097
H -2.127 -3.676 1.485  0.101
H 3.518 -1.081 3.836  0.124
H 4.867 2.207 -3.652  0.097
H 0.130 -5.104 -3.062  0.099
H 3.584 -1.118 2.045  0.115
H -2.964 4.517 -1.866  0.103
H -1.681 -1.504 -0.290  0.122
H 1.960 -1.166 -0.602  0.121
H 3.042 1.383 -2.187  0.112
H -0.175 -3.520 3.840  0.110
H -3.269 -1.286 1.937  0.106
H 4.118 -3.582 2.138  0.072
H 3.514 -2.782 -1.680  0.103



(3)
The following is a quantum chemistry calculation of C34H32AsBrN4O5Pd as an isolated structure, from the OMol25 dataset.

## Properties
Relative energy (zero: lowest compared OMol25 entry of this formula, charge and spin)   0.0 kcal/mol
Expectation value of S²   6.05
Spin multiplicity   5
Charge   +4
E_HOMO (spin up / spin down)   -17.7 / -17.7 eV

Each line ends with the Löwdin charge.
Cartesian coordinates (Å):
Pd -0.690 -1.015 0.114  1.122
Br 3.643 0.295 -6.586  1.088
As -2.776 1.342 0.421  1.329
O -1.444 0.665 -0.527  -0.566
O -0.187 -1.855 1.968  -0.046
O 2.663 -0.705 -0.812  0.159
O 0.640 -0.703 -2.439  -0.070
O -0.788 -3.113 3.649  0.060
N 5.713 -1.262 -0.706  0.195
N -1.969 -3.220 1.688  0.071
N -2.072 -2.790 0.349  0.039
N 6.586 0.220 -2.150  0.232
C -2.047 1.526 2.173  -0.332
C -4.183 -0.751 -0.937  -0.156
C 8.900 0.342 -1.230  0.093
C -5.145 -0.132 1.190  -0.065
C 7.543 -0.116 -1.281  -0.144
C -2.884 1.784 3.259  -0.084
C -0.665 1.468 2.346  -0.125
C -4.138 2.992 -1.455  -0.083
C -0.128 1.629 3.614  -0.051
C -0.961 1.860 4.700  -0.027
C 2.964 -0.552 -2.093  -0.110
C -5.214 -1.657 -1.141  -0.059
C -6.205 -1.808 -0.175  -0.029
C -4.621 4.196 -1.931  -0.039
C -2.336 1.946 4.521  -0.032
C 3.329 -0.063 -4.819  -0.615
C 5.505 -0.483 -1.795  -0.198
C 9.198 -1.166 0.631  0.079
C -1.645 -4.111 4.277  0.037
C 7.853 -1.630 0.611  0.080
C 9.703 -0.200 -0.269  0.004
C -3.396 2.980 -0.271  -0.321
C -4.372 5.371 -1.228  -0.018
C 4.445 -0.113 -3.935  0.026
C 4.275 -0.394 -2.594  -0.037
C -3.639 5.352 -0.049  -0.035
C 2.040 -0.292 -4.343  -0.012
C 7.055 -1.076 -0.342  -0.136
C -3.138 4.154 0.435  -0.077
C -0.962 -2.722 2.432  -0.544
C -6.174 -1.042 0.982  -0.031
C -0.510 -0.569 -3.323  0.005
C -4.134 0.000 0.242  -0.325
C 1.832 -0.523 -2.998  -0.165
H -0.505 -1.377 -4.054  0.122
H -1.498 -5.075 3.791  0.114
H 9.864 -1.577 1.380  0.145
H -6.962 -1.139 1.716  0.129
H -1.375 -0.631 -2.676  0.053
H -2.561 -3.978 1.995  0.166
H -7.017 -2.505 -0.339  0.129
H -3.020 -2.445 0.172  0.086
H -5.157 0.468 2.090  0.099
H -0.539 1.995 5.687  0.127
H 5.140 -2.035 -0.401  0.185
H 5.439 0.051 -4.329  0.134
H -4.358 2.074 -1.989  0.106
H -2.562 4.139 1.353  0.109
H -1.302 -4.159 5.303  0.118
H -2.982 2.158 5.363  0.128
H 10.739 0.097 -0.181  0.140
H -3.440 -0.594 -1.710  0.085
H 3.397 -0.462 -0.226  0.145
H -5.203 4.224 -2.842  0.125
H -0.491 0.410 -3.799  0.123
H -5.270 -2.219 -2.064  0.123
H 7.525 -2.377 1.320  0.142
H 9.246 1.079 -1.942  0.147
H -1.867 -3.568 -0.275  0.137
H 1.218 -0.260 -5.042  0.124
H 0.943 1.598 3.755  0.118
H -2.682 -3.779 4.249  0.110
H -3.954 1.894 3.137  0.106
H -3.461 6.270 0.494  0.126
H -0.005 1.356 1.493  0.085
H -4.760 6.309 -1.602  0.129



(4)
The following is a quantum chemistry calculation of C34H32AsN3PRhS2 as an isolated structure, from the OMol25 dataset.

## Properties
Spin multiplicity   1
Charge   +2
E_HOMO   -13.1 eV

Each line ends with the Löwdin charge.
Cartesian coordinates (Å):
Rh 0.493 -0.177 -0.078  0.670
As 5.419 -3.159 -1.649  1.330
S -0.036 1.098 1.711  0.696
S -0.100 0.026 4.532  0.953
P 2.685 0.147 0.129  1.009
N 0.557 -1.748 -1.482  -0.024
N 0.299 -1.475 2.502  -0.049
N 0.363 -1.655 1.166  -0.189
C 0.319 -2.829 0.637  0.005
C 0.516 -4.138 -2.871  0.006
C 3.851 0.985 3.903  -0.049
C 7.691 0.219 -2.570  -0.082
C 8.169 0.691 -1.354  -0.071
C -0.172 1.819 4.677  -0.388
C 3.758 -2.094 -1.318  -0.416
C 4.056 2.359 3.858  -0.041
C 0.668 -1.757 -2.804  -0.082
C 5.559 -4.015 0.097  -0.430
C 4.575 -5.158 1.988  -0.080
C 1.403 1.643 -1.719  -0.148
C 3.444 0.308 2.765  -0.093
C 6.925 -0.938 -2.610  -0.138
C 1.240 2.356 -2.895  -0.042
C 5.839 -5.451 2.478  -0.068
C 3.611 2.148 -3.312  -0.023
C 3.236 1.021 1.583  -0.378
C 4.438 -4.449 0.802  -0.138
C 0.075 -0.229 2.844  -1.034
C 6.823 -4.340 0.585  -0.123
C 7.108 -1.152 -0.223  -0.130
C 3.772 1.414 -2.144  -0.042
C 2.356 2.616 -3.683  -0.027
C 6.961 -5.046 1.771  -0.061
C 0.421 -2.925 -0.818  -0.263
C 6.618 -1.628 -1.438  -0.431
C 0.652 -2.937 -3.540  0.001
C 3.437 2.400 1.537  -0.072
C 7.882 0.001 -0.184  -0.067
C 2.666 1.174 -1.336  -0.355
C 3.847 -1.214 -0.088  -0.352
C 3.853 3.065 2.679  -0.044
C 0.395 -4.134 -1.483  0.023
H 4.751 1.035 -1.870  0.112
H 4.022 4.132 2.648  0.121
H 6.895 -1.683 0.697  0.100
H 7.711 -4.041 0.040  0.108
H 3.273 2.953 0.620  0.112
H 8.270 0.355 0.762  0.111
H 0.198 -3.694 1.278  0.156
H 7.940 0.736 -3.488  0.110
H 0.504 -5.073 -3.414  0.134
H 0.281 -5.056 -0.929  0.137
H 2.929 -2.797 -1.274  0.027
H 7.950 -5.289 2.138  0.115
H 4.013 0.439 4.822  0.122
H 0.482 1.554 -1.099  0.069
H 0.783 -0.794 -3.287  0.124
H -1.056 2.223 4.191  0.041
H 4.469 2.355 -3.937  0.125
H 3.282 -0.763 2.812  0.110
H 0.747 -2.897 -4.615  0.129
H 0.737 2.278 4.293  0.027
H 3.439 -4.257 0.419  0.080
H 6.584 -1.318 -3.568  0.096
H 3.696 -5.494 2.525  0.105
H 4.383 2.882 4.748  0.121
H 3.880 -1.783 0.844  0.084
H -0.241 2.003 5.748  0.052
H 4.793 -0.649 -0.100  0.076
H 5.948 -6.007 3.400  0.112
H 0.265 2.726 -3.184  0.126
H 8.781 1.583 -1.321  0.112
H 2.244 3.190 -4.592  0.125
H 3.635 -1.496 -2.224  0.055



(5)
The following is a quantum chemistry calculation of C34H32BrNO2P2PtS2 as an isolated structure, from the OMol25 dataset.

## Properties
Relative energy (zero: lowest compared OMol25 entry of this formula, charge and spin)   0.1 kcal/mol
Expectation value of S²   2.01
Spin multiplicity   3
E_HOMO (spin up / spin down)   -5.3 / -5.9 eV

Each line ends with the Löwdin charge.
Cartesian coordinates (Å):
Pt 1.521 -1.732 0.599  0.529
Br -1.251 0.221 6.572  0.759
S 3.756 -2.188 1.025  0.488
S 1.147 -4.029 0.321  0.485
P -0.985 -0.341 -1.419  0.719
P 0.851 1.754 -0.307  0.721
O 1.675 0.788 0.480  -0.406
O -0.688 -1.026 -0.122  -0.433
N 0.756 -1.473 2.762  -0.041
C -1.065 -3.301 -4.891  -0.071
C 3.639 -3.884 1.430  -0.805
C -5.137 1.571 -1.264  -0.078
C 2.169 5.123 -2.231  -0.078
C -0.323 -1.184 -4.023  -0.077
C -4.623 0.907 -0.158  -0.070
C 3.058 3.352 -0.272  -0.057
C -0.515 -1.757 3.037  -0.125
C -1.821 2.454 2.645  -0.060
C 1.816 3.160 -0.878  -0.266
C 0.195 0.983 -1.817  -0.289
C -2.651 3.434 2.111  -0.074
C -4.397 1.656 -2.439  -0.077
C -3.358 0.334 -0.215  -0.067
C 0.902 -0.206 4.775  -0.099
C -1.391 3.405 0.065  -0.077
C 1.454 -0.723 3.611  -0.126
C 4.874 -4.454 2.101  -0.144
C -0.368 -2.112 -5.056  -0.074
C 1.378 4.045 -1.864  -0.091
C -0.423 -0.496 5.037  -0.704
C -2.438 3.906 0.819  -0.076
C -1.154 -1.289 4.175  -0.102
C -0.554 2.424 0.595  -0.269
C 3.401 5.318 -1.618  -0.078
C -3.139 1.074 -2.505  -0.078
C -2.614 0.424 -1.388  -0.278
C 2.560 -4.648 1.142  -0.799
C -1.685 -2.643 -2.665  -0.060
C -0.985 -1.444 -2.829  -0.274
C 3.847 4.433 -0.644  -0.068
C 2.526 -6.134 1.476  -0.153
C -1.722 -3.569 -3.694  -0.063
C -0.772 1.943 1.886  -0.054
H 4.020 6.159 -1.909  0.106
H -1.033 -2.376 2.308  0.108
H -0.261 1.709 -2.495  0.069
H -4.808 2.162 -3.305  0.105
H 4.836 -5.541 2.194  0.055
H -2.172 -2.856 -1.719  0.117
H -3.091 4.668 0.403  0.108
H 2.488 -0.528 3.335  0.102
H 4.814 4.580 -0.177  0.108
H 0.234 -0.265 -4.161  0.097
H -2.191 -1.526 4.370  0.105
H -2.570 1.116 -3.430  0.110
H -6.123 2.020 -1.216  0.105
H 5.003 -4.027 3.102  0.070
H 2.763 -6.315 2.528  0.071
H -0.113 1.173 2.277  0.090
H 1.533 -6.542 1.284  0.045
H -1.088 -4.028 -5.694  0.107
H 1.830 5.808 -2.999  0.106
H 1.486 0.413 5.440  0.106
H -5.204 0.842 0.756  0.108
H -2.252 -4.504 -3.561  0.109
H -1.231 3.787 -0.939  0.097
H 0.154 -1.911 -5.985  0.106
H 5.771 -4.195 1.529  0.065
H -1.990 2.089 3.653  0.098
H -3.471 3.830 2.703  0.107
H 3.396 2.639 0.472  0.109
H 3.242 -6.704 0.874  0.075
H 0.422 3.896 -2.357  0.091
H -2.933 -0.182 0.639  0.105
H 1.072 0.536 -2.286  0.082



(6)
The following is a quantum chemistry calculation of C34H32Cl3N5O5SSr as an isolated structure in a non-equilibrium geometry, from the OMol25 dataset.

## Properties
Relative energy (zero: lowest compared OMol25 entry of this formula, charge and spin)   0.0 kcal/mol
Spin multiplicity   1
E_HOMO   -6.1 eV

Each line ends with the Löwdin charge.
Cartesian coordinates (Å):
Sr 1.375 -1.737 -1.144  1.580
Cl -3.449 3.263 -1.755  0.676
Cl 2.498 4.682 2.660  0.749
Cl -1.613 2.421 5.243  0.718
S -6.117 2.056 -1.873  0.984
O 2.157 -4.172 -0.942  -0.234
O -4.097 2.872 2.465  -0.103
O 2.829 0.198 -1.381  -0.286
O -0.129 -1.534 -3.005  -0.186
O 2.943 2.734 -2.143  0.011
N -2.085 -0.064 1.324  -0.049
N 3.637 -1.720 0.103  -0.151
N 4.005 -0.487 0.544  0.020
N -1.437 -2.440 -4.613  -0.120
N -0.241 -1.173 0.705  -0.070
C -4.455 3.777 1.427  -0.139
C 2.642 -4.779 0.077  -0.402
C 4.073 -6.217 2.039  -0.134
C 3.794 2.938 -1.106  -0.268
C -2.954 1.988 2.454  -0.270
C -1.695 -0.889 2.389  -0.040
C -1.034 -3.721 -2.520  0.017
C 5.338 3.654 1.045  -0.148
C -3.131 0.964 1.327  -0.066
C -5.304 3.112 0.344  -0.316
C 3.572 0.475 -0.335  -0.401
C 4.371 4.223 -1.023  -0.032
C 4.458 -4.933 1.778  -0.077
C 0.308 3.716 1.349  -0.065
C -6.572 2.539 0.618  -0.140
C 4.057 -2.746 0.834  -0.098
C -0.834 -2.499 -3.425  -0.476
C 3.729 -4.136 0.862  -0.150
C 4.781 2.368 0.954  -0.052
C 5.162 4.610 0.053  -0.105
C -1.186 -0.305 0.344  -0.165
C -0.574 -1.550 2.016  -0.095
C 2.878 -6.738 1.502  -0.107
C -1.584 2.675 2.481  -0.166
C -1.137 -1.292 -5.524  -0.001
C -2.456 -3.445 -5.032  -0.032
C 0.970 3.904 2.578  -0.650
C 2.186 -6.033 0.544  -0.054
C 0.356 3.490 3.754  -0.121
C -0.960 3.129 1.303  -0.024
C 4.021 1.908 -0.137  -0.073
C -4.929 2.913 -0.974  -1.000
C -0.914 2.879 3.718  -0.561
C -7.126 1.928 -0.466  -0.387
H -7.042 2.592 1.598  0.126
H -8.068 1.413 -0.499  0.064
H 4.772 -2.523 1.640  0.110
H 0.830 3.628 4.706  0.098
H -1.406 -0.365 -5.006  0.093
H -0.068 -1.308 -5.775  0.100
H -3.143 1.431 0.313  0.100
H -3.594 4.323 1.008  0.118
H -2.244 -0.906 3.302  0.118
H 2.571 -7.743 1.804  0.098
H -0.024 -2.254 2.610  0.112
H 5.357 -4.539 2.225  0.102
H -1.483 3.019 0.342  0.085
H -5.121 4.502 1.946  0.142
H 4.182 4.897 -1.851  0.109
H -2.038 -4.457 -5.110  0.092
H -3.064 1.497 3.447  0.109
H 5.957 3.879 1.907  0.093
H -1.285 0.146 -0.647  0.141
H 5.609 5.594 0.087  0.100
H -3.331 -3.440 -4.369  0.099
H -2.803 -3.216 -6.044  0.083
H -0.057 -4.112 -2.183  0.072
H 4.673 -6.837 2.694  0.088
H 2.705 1.744 -2.135  0.086
H -4.104 0.466 1.423  0.145
H 4.931 1.662 1.762  0.103
H 0.801 3.956 0.424  0.106
H 1.286 -6.451 0.088  0.102
H -1.709 -1.425 -6.455  0.086
H -1.577 -4.515 -3.068  0.071
H -1.642 -3.464 -1.618  0.109